Entry from OMol25: a molecular structure, C62H36I4N10Ti (ωB97M-V/def2-TZVPD).

ORCA input file:
```
! wB97M-V def2-TZVPD RIJCOSX def2/J DEFGRID3
* xyz 1 2
Ti -0.71 -0.11 -0.51
I -3.60 8.69 0.10
C -2.84 6.76 0.15
C -2.43 6.15 -1.03
C -1.93 4.86 -0.98
C -1.83 4.16 0.22
C -2.23 4.80 1.39
C -2.73 6.09 1.36
C -1.22 2.81 0.20
C 0.04 2.65 -0.37
C 1.23 3.50 -0.30
C 2.30 2.67 -0.27
C 1.83 1.29 -0.42
C 2.39 0.07 -0.22
C 3.74 -0.02 0.38
C 4.02 0.73 1.52
C 5.24 0.65 2.16
C 6.21 -0.21 1.65
I 8.05 -0.36 2.61
C 5.96 -0.97 0.52
C 4.73 -0.88 -0.11
C 1.61 -1.20 -0.58
N 0.63 -0.95 -1.66
C 2.36 -2.52 -0.79
C 2.60 -3.17 0.63
C 3.49 -4.37 0.60
C 3.59 -5.11 -0.58
C 4.38 -6.24 -0.65
C 5.10 -6.65 0.46
I 6.30 -8.35 0.35
C 5.02 -5.93 1.64
C 4.21 -4.80 1.71
C 2.33 -2.43 1.89
C 2.84 -2.22 3.18
C 1.85 -1.54 3.89
C 0.76 -1.26 3.04
N 1.13 -1.82 1.82
C -0.44 -0.61 3.41
C -1.27 0.16 2.60
C -2.48 0.83 2.95
C -2.75 1.76 1.99
C -1.68 1.72 1.04
N -0.88 0.63 1.34
C -0.77 -0.68 4.86
C -0.86 -1.92 5.49
C -1.18 -2.01 6.83
C -1.39 -0.85 7.56
I -1.86 -0.97 9.58
C -1.28 0.40 6.96
C -0.98 0.48 5.61
C 1.25 -3.26 -0.06
C 0.63 -1.99 0.49
N 0.44 1.39 -0.64
H -2.51 6.67 -1.97
H -1.63 4.37 -1.90
H -2.11 4.31 2.35
H -3.03 6.58 2.28
H 1.23 4.57 -0.18
H 3.33 2.95 -0.13
H 3.24 1.36 1.95
H 5.43 1.23 3.05
H 6.71 -1.64 0.13
H 4.52 -1.51 -0.96
H 3.05 -4.77 -1.46
H 4.44 -6.80 -1.58
H 5.58 -6.25 2.51
H 4.16 -4.28 2.65
H 3.80 -2.51 3.56
H 1.90 -1.24 4.92
H -3.05 0.65 3.85
H -3.58 2.45 1.98
H -0.68 -2.82 4.92
H -1.26 -2.98 7.31
H -1.42 1.30 7.54
H -0.87 1.44 5.14
H 0.75 -4.20 -0.27
H -0.47 -1.88 0.42
C 3.02 0.13 -4.12
C 2.43 -0.61 -3.13
N 1.16 -0.34 -2.78
C 0.43 0.58 -3.46
C 1.13 1.33 -4.41
N 2.39 1.13 -4.74
C -1.04 0.70 -3.32
C -1.76 1.07 -4.43
C -3.16 1.01 -4.44
C -3.78 0.47 -3.33
C -3.04 0.11 -2.22
N -1.67 0.28 -2.17
C -3.59 -0.60 -1.08
C -4.94 -0.94 -0.91
N -5.37 -1.62 0.13
C -4.46 -2.01 1.03
C -3.13 -1.70 0.90
N -2.69 -0.99 -0.16
C -3.94 1.42 -5.64
C -3.45 1.24 -6.92
C -4.23 1.63 -8.00
N -5.44 2.17 -7.88
C -5.90 2.34 -6.65
C -5.20 1.99 -5.51
H 4.05 -0.08 -4.41
H 2.89 -1.43 -2.57
H 0.61 2.14 -4.90
H -1.24 1.39 -5.32
H -4.85 0.30 -3.34
H -5.67 -0.65 -1.65
H -4.81 -2.57 1.89
H -2.41 -2.01 1.63
H -2.48 0.78 -7.10
H -3.86 1.49 -9.01
H -6.88 2.79 -6.56
H -5.63 2.18 -4.53
*
```

HOMO level (spin up / spin down)   -9.115 / -9.202 eV
<S²>   0.79
Molar mass   1476.523 g mol⁻¹
ΔE to the lowest compared entry with this formula, charge and spin   4.256 eV

Löwdin atomic charge list, values in e, 5 entries: Ti 1.065; I 0.910; C -0.746; C -0.140; C -0.027